one:
Entry from OMol25: a 10-piece molecular cluster, C22H54BO26 overall (ωB97M-V with the def2-TZVPD basis set).

Geometry as XYZ:
```
103
Properties=species:S:1:pos:R:3:mulliken_charge:R:1
O -2.957 -0.813 0.354 -1.069
C -1.747 -0.616 0.259 -0.079
O -0.841 -0.794 1.172 1.198
B 0.454 -0.535 0.552 1.188
O 0.100 0.123 -0.702 -0.517
C -1.139 0.100 -0.850 0.261
O -1.682 0.538 -1.931 -0.817
O 1.317 -1.719 0.508 -0.249
C 2.257 -1.539 1.361 1.061
O 3.079 -2.365 1.641 -0.692
C 2.170 -0.280 1.987 -0.233
O 1.149 0.357 1.431 -0.706
O 2.779 -0.011 3.023 -0.726
C 4.712 2.535 3.370 -0.943
C 3.627 3.612 3.484 0.138
O 4.219 4.858 2.956 -0.520
O 4.471 1.564 4.331 -0.546
H 5.652 2.833 3.273 0.806
H 4.744 2.173 2.532 0.330
H 3.323 3.799 4.599 0.281
H 2.652 3.358 2.903 -0.168
H 4.753 5.082 3.764 0.343
H 3.986 0.927 4.250 0.453
C 0.018 -3.589 3.454 -0.418
C 0.594 -2.545 4.501 0.168
O 1.743 -3.072 5.020 -0.558
O -1.218 -3.004 3.057 -0.652
H -0.200 -4.561 3.884 0.594
H 0.688 -3.785 2.595 -0.117
H -0.150 -2.366 5.238 0.544
H 0.861 -1.688 3.842 -0.474
H 1.884 -2.731 5.936 0.341
H -0.994 -2.237 2.529 0.371
C -6.658 -0.352 -2.479 -0.539
C -5.196 -0.579 -2.046 0.209
O -4.873 0.317 -1.028 -0.385
O -7.106 -1.149 -3.508 -0.519
H -6.852 0.836 -2.773 0.170
H -7.366 -0.492 -1.701 0.331
H -4.479 -0.372 -3.048 0.069
H -5.168 -1.681 -1.658 0.093
H -4.302 -0.106 -0.545 0.547
H -6.360 -1.032 -4.140 0.340
C 1.198 1.836 -5.472 -0.387
C 1.463 1.484 -3.848 -0.280
O 0.721 2.362 -3.053 -0.247
O 2.318 1.527 -6.193 -0.546
H 1.013 2.980 -5.664 0.239
H 0.255 1.236 -5.855 0.205
H 2.410 1.608 -3.703 0.564
H 1.047 0.260 -3.780 0.062
H 1.173 2.321 -2.239 0.194
H 2.379 0.499 -6.072 0.337
C -3.471 4.810 -3.792 -0.812
C -2.799 3.372 -3.892 0.316
O -3.349 2.611 -2.870 -0.446
O -2.687 5.721 -4.464 -0.624
H -3.500 5.223 -2.853 0.359
H -4.322 4.661 -4.073 0.548
H -1.547 3.371 -3.812 -0.132
H -3.000 2.991 -5.028 0.143
H -2.646 1.920 -2.585 0.432
H -1.731 5.950 -4.246 0.323
C -3.189 -4.275 0.560 -0.207
C -1.954 -5.098 0.101 -0.062
O -1.317 -4.546 -1.109 -0.478
O -3.308 -4.418 2.013 -0.592
H -4.055 -4.425 0.087 0.581
H -2.807 -3.214 0.529 -0.246
H -2.184 -6.148 -0.019 0.416
H -1.219 -5.101 1.021 -0.041
H -0.641 -5.039 -1.284 0.261
H -2.638 -3.978 2.370 0.457
C 2.252 -5.935 -1.512 -0.694
C 2.296 -4.666 -0.478 0.695
O 3.197 -5.060 0.412 -0.566
O 1.363 -5.848 -2.506 -0.512
H 2.176 -6.974 -1.006 0.254
H 3.229 -6.054 -1.937 0.387
H 1.239 -4.508 0.027 -0.273
H 2.572 -3.563 -0.828 -0.011
H 3.577 -4.307 0.840 0.404
H 1.525 -5.016 -2.760 0.336
C -2.517 1.135 3.995 -0.635
C -1.082 1.596 3.702 0.188
O -0.599 2.817 4.119 -0.658
O -2.659 -0.148 3.624 -0.459
H -3.173 1.804 3.530 0.339
H -2.697 1.184 5.054 0.405
H -0.813 1.805 2.636 0.166
H -0.614 0.751 3.975 0.077
H 0.361 2.706 4.060 0.340
H -2.360 -0.303 2.853 0.170
C 3.770 4.726 -1.333 -0.973
C 3.853 3.359 -0.730 -0.059
O 2.562 2.772 -0.684 -0.386
O 5.090 5.377 -1.287 -0.522
H 3.005 4.961 -0.775 0.576
H 3.372 4.772 -2.308 0.306
H 4.452 3.374 0.411 0.039
H 4.658 2.839 -1.188 0.449
H 2.772 1.829 -0.218 0.120
H 5.636 5.111 -1.873 0.258
```

The value obtained for the frontier orbital gap is 8.3 eV. The net charge is -1. The multiplicity is 1.

two:
Entry from OMol25: a 10-piece molecular cluster, C22H54BO26 overall (ωB97M-V with the def2-TZVPD basis set).

Geometry as XYZ:
```
103
Properties=species:S:1:pos:R:3:mulliken_charge:R:1
O -1.211 1.142 -3.112 -0.745
C -0.643 0.702 -2.118 0.135
O -0.540 1.219 -0.867 -0.302
B 0.176 0.282 0.028 1.094
O 0.550 -0.805 -0.851 0.156
C 0.088 -0.631 -2.118 0.332
O 0.224 -1.360 -3.100 -0.572
O -0.716 -0.232 1.111 -0.003
C -0.144 0.074 2.269 0.489
O -0.650 -0.023 3.401 -0.793
C 1.196 0.766 2.016 0.738
O 1.363 0.830 0.700 -0.732
O 1.925 1.295 2.898 -0.882
C -1.395 -4.521 -4.563 -0.145
C -0.199 -3.993 -5.350 -0.217
O -0.362 -2.609 -5.474 -0.575
O -1.462 -5.899 -4.610 -0.538
H -2.289 -4.048 -4.969 0.341
H -1.364 -4.106 -3.555 0.027
H -0.197 -4.476 -6.327 0.358
H 0.762 -4.235 -4.896 0.096
H -0.487 -2.209 -4.610 0.429
H -2.340 -6.232 -4.409 0.309
C 0.463 1.806 7.485 -0.646
C 0.095 1.320 6.042 0.331
O -1.023 0.482 6.145 -0.560
O 0.833 0.765 8.404 -0.541
H -0.344 2.434 7.862 0.304
H 1.310 2.485 7.393 0.342
H 0.805 0.819 5.384 0.051
H -0.100 2.208 5.441 0.067
H -1.198 0.166 5.256 0.500
H 0.112 0.133 8.451 0.329
C 1.441 4.931 1.038 -0.558
C 0.287 4.599 2.077 0.407
O -0.939 5.179 1.807 -0.541
O 1.080 4.163 -0.167 -0.469
H 2.403 4.546 1.375 0.280
H 1.495 5.985 0.765 0.322
H 0.579 4.775 3.112 0.342
H 0.035 3.554 1.893 -0.310
H -1.490 4.773 2.480 0.337
H 1.624 3.372 -0.190 0.216
C 4.419 -0.981 1.972 0.394
C 5.135 -2.309 1.812 -0.636
O 6.246 -2.536 2.683 -0.568
O 3.705 -0.946 3.139 -0.562
H 3.681 -0.872 1.178 -0.129
H 5.179 -0.202 1.909 0.309
H 5.498 -2.503 0.803 0.318
H 4.406 -3.079 2.064 0.293
H 6.794 -3.183 2.231 0.340
H 3.467 -0.021 3.238 0.256
C 3.363 -2.819 -1.172 0.129
C 2.714 -4.091 -1.726 -0.718
O 1.292 -3.822 -1.637 -0.572
O 3.479 -1.693 -2.045 -0.477
H 4.389 -3.081 -0.915 0.245
H 2.936 -2.586 -0.196 -0.089
H 2.876 -5.086 -1.313 0.408
H 3.056 -4.195 -2.755 0.273
H 1.019 -3.001 -2.053 0.084
H 3.748 -0.937 -1.519 0.293
C -2.805 -3.102 1.454 -0.393
C -1.585 -3.007 0.595 0.924
O -1.215 -4.186 -0.117 -0.682
O -2.606 -3.870 2.561 -0.570
H -3.666 -3.399 0.855 0.401
H -3.085 -2.153 1.912 -0.085
H -0.708 -2.647 1.133 -0.122
H -1.801 -2.290 -0.196 -0.120
H -0.417 -4.096 -0.643 0.419
H -2.947 -4.745 2.360 0.339
C -3.802 0.861 3.386 -0.359
C -3.939 1.216 1.838 0.418
O -4.535 0.117 1.112 -0.534
O -5.111 1.061 3.933 -0.609
H -3.094 1.465 3.953 0.241
H -3.534 -0.189 3.505 0.152
H -2.907 1.283 1.493 -0.234
H -4.275 2.247 1.737 0.353
H -4.924 0.630 0.400 0.288
H -5.606 0.238 3.936 0.324
C -3.623 3.793 -1.457 0.486
C -4.130 3.979 -2.865 -0.562
O -3.872 5.338 -3.347 -0.512
O -3.577 4.983 -0.671 -0.537
H -2.688 3.233 -1.446 -0.195
H -4.337 3.171 -0.918 0.055
H -5.216 3.886 -2.847 0.297
H -3.839 3.257 -3.627 0.382
H -4.406 5.303 -4.144 0.297
H -4.239 5.007 0.024 0.309
C 3.182 1.438 -5.608 -0.552
C 1.841 0.788 -5.142 0.565
O 0.805 1.759 -5.294 -0.590
O 4.197 0.479 -5.343 -0.504
H 3.391 2.268 -4.933 0.321
H 3.358 1.634 -6.666 0.319
H 1.886 0.534 -4.082 -0.329
H 1.752 -0.183 -5.629 0.171
H -0.011 1.342 -5.006 0.331
H 4.940 1.078 -5.452 0.307
```

The value obtained for the frontier orbital gap is 9.4 eV. The net charge is -1. The multiplicity is 1.

The computed energies, referenced to the most stable structure and given in kJ/mol, are one 1149.8; two 0.0.